1.
Here is 13 unconnected molecules or ions with the total composition C41H112N4O15 from OMol25. Energies are from the ωB97M-V functional and the def2-TZVPD basis.

Each line ends with the Löwdin charge.
Geometry (Å):
C1 -1.397 1.334 6.600  -0.032
C2 -1.624 2.628 5.838  -0.446
C3 -0.646 3.732 6.145  -0.036
O1 -1.405 2.267 4.456  -0.086
H1 -0.379 0.932 6.246  0.117
H2 -2.102 0.587 6.283  0.053
H3 -1.422 1.432 7.671  0.076
H4 -2.625 2.938 5.922  0.125
H5 -0.804 4.091 7.147  0.082
H6 -0.749 4.577 5.490  0.075
H7 0.341 3.342 5.992  0.081
H8 -1.251 3.059 3.949  0.056
C4 4.592 -0.825 -1.940  -0.061
C5 4.894 0.331 -2.828  -0.519
C6 5.949 1.200 -2.146  -0.049
O2 5.269 -0.048 -4.159  -0.071
H9 5.540 -1.451 -1.965  0.112
H10 3.796 -1.385 -2.370  0.055
H11 4.424 -0.504 -0.884  0.082
H12 3.969 0.943 -2.947  0.143
H13 6.845 0.538 -1.931  0.106
H14 5.603 1.510 -1.181  0.067
H15 6.279 2.013 -2.719  0.058
H16 6.209 -0.329 -4.070  0.108
C7 6.825 0.639 3.930  -0.060
C8 6.075 -0.532 3.242  -0.499
C9 4.759 -0.018 2.612  -0.065
O3 6.789 -1.179 2.229  -0.041
H17 6.159 1.293 4.467  0.064
H18 7.309 1.290 3.183  0.080
H19 7.665 0.232 4.541  0.085
H20 5.816 -1.220 4.068  0.133
H21 4.905 0.806 1.881  0.085
H22 4.160 0.539 3.356  0.080
H23 4.135 -0.783 2.165  0.047
H24 7.110 -2.055 2.474  0.097
C10 -5.181 -1.788 -0.118  -0.061
C11 -4.613 -1.305 -1.411  -0.444
C12 -5.684 -0.714 -2.293  -0.059
O4 -3.572 -0.286 -1.136  -0.103
H25 -5.889 -2.617 -0.261  0.092
H26 -5.792 -1.083 0.395  0.067
H27 -4.337 -2.078 0.509  0.065
H28 -4.060 -2.129 -1.875  0.138
H29 -6.578 -1.326 -2.385  0.080
H30 -5.293 -0.438 -3.258  0.052
H31 -6.046 0.268 -1.872  0.105
H32 -3.444 0.145 -1.977  -0.001
C13 -4.329 2.440 1.895  -0.047
C14 -3.821 1.112 2.444  -0.456
C15 -2.554 0.708 1.714  -0.037
O5 -3.656 1.039 3.861  -0.067
H33 -4.470 2.415 0.837  0.068
H34 -3.648 3.248 2.093  0.048
H35 -5.291 2.770 2.276  0.081
H36 -4.722 0.507 2.202  0.132
H37 -2.017 -0.067 2.303  0.080
H38 -1.846 1.570 1.611  0.063
H39 -2.791 0.441 0.683  0.049
H40 -2.820 1.472 4.083  0.014
C16 1.870 -4.537 4.305  -0.037
C17 2.109 -4.391 2.809  -0.464
C18 3.595 -4.485 2.445  -0.053
O6 1.477 -5.469 2.023  -0.097
H41 0.930 -3.986 4.571  0.057
H42 2.696 -4.059 4.853  0.081
H43 1.924 -5.611 4.554  0.096
H44 1.795 -3.443 2.413  0.102
H45 4.204 -3.760 3.035  0.078
H46 3.716 -4.392 1.338  0.076
H47 3.861 -5.500 2.856  0.102
H48 0.565 -5.554 2.404  0.098
C19 -3.664 2.084 -5.304  -0.057
C20 -2.882 1.705 -4.069  -0.459
C21 -3.275 2.450 -2.792  -0.037
O7 -3.142 0.314 -3.763  -0.107
H49 -4.746 2.006 -5.166  0.081
H50 -3.425 1.395 -6.139  0.080
H51 -3.510 3.142 -5.604  0.092
H52 -1.813 1.893 -4.304  0.123
H53 -3.250 3.501 -3.068  0.088
H54 -2.627 2.204 -1.956  0.063
H55 -4.270 2.153 -2.525  0.073
H56 -2.717 -0.340 -4.345  0.061
C22 1.528 -3.812 -1.198  -0.237
C23 2.185 -5.054 -1.657  -0.248
O8 2.934 -5.502 -0.540  -0.093
O9 0.630 -3.451 -2.271  -0.103
H57 2.297 -2.985 -0.926  0.133
H58 0.953 -4.051 -0.284  0.099
H59 2.947 -4.925 -2.413  0.124
H60 1.412 -5.760 -1.942  0.124
H61 2.329 -5.600 0.213  0.041
H62 0.088 -2.697 -2.015  0.019
C24 2.139 3.083 -5.318  -0.192
C25 1.737 2.852 -6.742  -0.229
O10 0.301 2.996 -6.929  -0.093
O11 1.178 2.350 -4.468  -0.129
H63 1.976 4.111 -5.052  0.114
H64 3.146 2.732 -5.140  0.112
H65 2.100 1.854 -6.990  0.101
H66 2.154 3.494 -7.507  0.116
H67 -0.143 2.887 -6.056  0.070
H68 1.268 1.380 -4.738  0.067
C26 -2.575 5.886 -0.006  -0.082
C27 -2.029 5.669 1.358  -0.410
C28 -0.972 4.420 1.254  -0.170
O12 -0.262 4.191 2.458  -0.246
C29 0.768 3.171 2.401  -0.077
N1 -1.320 6.884 1.804  0.034
H69 -3.111 5.027 -0.435  0.079
H70 -1.844 6.254 -0.726  0.087
H71 -3.271 6.721 0.155  0.082
H72 -2.762 5.425 2.119  0.117
H73 -0.238 4.591 0.456  0.123
H74 -1.499 3.456 1.064  0.093
H75 1.308 3.127 3.355  0.087
H76 1.528 3.388 1.604  0.103
H77 0.277 2.175 2.199  0.068
H78 -1.818 7.716 1.546  0.056
H79 -1.116 6.887 2.799  0.071
C30 -1.417 -2.854 5.773  -0.048
C31 -2.236 -2.383 4.616  -0.433
C32 -2.563 -3.347 3.472  -0.213
O13 -1.432 -3.691 2.764  -0.208
C33 -1.682 -4.119 1.471  -0.108
N2 -3.546 -2.022 5.174  0.038
H80 -1.815 -3.838 5.967  0.088
H81 -1.371 -2.178 6.609  0.074
H82 -0.366 -3.061 5.529  0.052
H83 -1.844 -1.474 4.157  0.114
H84 -3.266 -2.915 2.766  0.113
H85 -2.983 -4.292 3.883  0.140
H86 -0.676 -4.335 1.071  0.067
H87 -2.059 -3.299 0.820  0.091
H88 -2.389 -4.964 1.463  0.103
H89 -3.930 -1.201 4.673  0.070
H90 -3.422 -1.755 6.137  0.052
C34 -0.527 -0.452 -6.825  -0.064
C35 -0.555 -1.618 -5.894  -0.408
C36 0.320 -1.186 -4.627  -0.126
O14 1.483 -0.369 -4.922  -0.259
C37 2.562 -1.097 -5.442  -0.085
N3 -1.902 -2.076 -5.540  0.060
H91 -1.140 0.399 -6.388  0.090
H92 -0.906 -0.634 -7.849  0.095
H93 0.524 -0.133 -6.898  0.068
H94 -0.023 -2.446 -6.471  0.150
H95 0.624 -1.898 -3.894  0.083
H96 -0.344 -0.534 -4.045  0.106
H97 2.550 -2.094 -4.989  0.102
H98 3.450 -0.546 -5.202  0.059
H99 2.563 -1.250 -6.545  0.102
H100 -1.769 -2.935 -5.073  0.069
H101 -2.524 -2.148 -6.321  0.082
C38 0.221 1.421 -1.411  -0.029
C39 0.677 -0.026 -1.168  -0.382
C40 1.590 -0.096 0.099  -0.182
O15 0.855 0.326 1.250  -0.246
C41 0.898 -0.640 2.332  -0.060
N4 -0.478 -0.940 -1.054  0.079
H102 -0.245 1.780 -0.496  0.061
H103 -0.584 1.466 -2.206  0.074
H104 1.048 2.028 -1.743  0.068
H105 1.377 -0.399 -1.901  0.110
H106 2.520 0.566 -0.032  0.132
H107 1.986 -1.159 0.262  0.116
H108 0.253 -1.487 2.149  0.071
H109 0.439 -0.091 3.146  0.079
H110 1.952 -0.890 2.507  0.068
H111 -1.045 -0.954 -1.910  0.068
H112 -1.060 -0.599 -0.314  0.045

Results
- Largest force on an atom: 3.73 eV Å⁻¹
- Energy relative to the best compared isomer or geometry (same formula, charge and spin): 0.000 eV
- HOMO-LUMO gap: 0.346 Ha
- Electronic energy: -81001.7692 eV

2.
Here is 2 unconnected molecules or ions with the total composition C5H10O from OMol25. Energies are from the ωB97M-V functional and the def2-TZVPD basis.

Each line ends with the Löwdin charge.
Geometry (Å):
C1 -1.108 -1.163 -0.756  -0.062
C2 -0.171 -0.241 -0.059  -0.277
C3 0.242 0.010 1.190  -0.053
C4 1.469 0.782 0.761  -0.109
C5 0.834 0.699 -0.666  -0.351
O1 1.574 0.160 -1.732  -0.011
H1 -1.751 -0.640 -1.474  0.083
H2 -0.504 -1.873 -1.332  0.085
H3 -1.734 -1.730 -0.062  0.057
H4 -2.740 0.095 1.234  0.055
H5 -0.145 -0.239 2.174  0.087
H6 -2.495 -0.322 1.797  0.045
H7 1.684 1.765 1.194  0.098
H8 2.373 0.164 0.796  0.110
H9 0.375 1.659 -0.950  0.151
H10 2.096 0.873 -2.117  0.093

Results
- SMILES string: CC1=CC[C@H]1O.[H][H]
- Largest force on an atom: 0.32 eV Å⁻¹
- Energy relative to the best compared isomer or geometry (same formula, charge and spin): 2.682 eV
- HOMO-LUMO gap: 0.367 Ha
- Electronic energy: -7392.0838 eV

3.
Here is 2 unconnected molecules or ions with the total composition C22H40F3NO6S from OMol25. Energies are from the ωB97M-V functional and the def2-TZVPD basis.

Each line ends with the Löwdin charge.
Geometry (Å):
C1 3.509 -2.307 2.299  0.033
C2 3.106 -0.867 2.392  -0.495
O1 1.955 -0.524 2.170  0.079
O2 4.020 0.050 2.794  0.011
C3 5.219 0.161 2.005  -0.156
C4 5.158 1.290 0.974  -0.164
C5 5.040 0.759 -0.459  -0.176
C6 3.611 0.222 -0.656  -0.212
C7 2.886 0.643 -1.927  -0.174
C8 1.453 0.056 -1.824  -0.202
C9 0.381 1.016 -2.337  -0.177
C10 -0.059 2.029 -1.280  -0.099
C11 -1.033 1.518 -0.217  -0.244
C12 -0.484 1.195 1.183  -0.075
C13 -1.138 -0.164 1.591  -0.096
C14 -1.391 -0.767 0.235  -0.279
C15 -1.971 -2.157 0.033  -0.108
C16 -1.383 -2.806 -1.242  -0.161
C17 -0.481 -4.013 -0.989  -0.393
C18 0.359 -4.240 -2.255  -0.080
C19 0.488 -3.836 0.203  -0.059
N1 -1.932 0.372 -0.589  -0.034
S1 -3.662 0.754 -0.510  0.800
O3 -3.803 1.915 -1.307  -0.186
O4 -4.422 -0.362 -0.939  -0.196
C20 -4.162 1.205 1.237  -0.609
F1 -3.271 2.007 1.821  0.174
F2 -4.367 0.091 1.949  0.163
F3 -5.311 1.851 1.039  0.177
H1 3.798 -2.719 3.261  0.102
H2 4.349 -2.443 1.625  0.081
H3 2.680 -2.887 1.925  0.067
H4 6.028 0.356 2.695  0.125
H5 5.474 -0.762 1.496  0.107
H6 4.372 2.005 1.190  0.123
H7 6.098 1.834 1.031  0.111
H8 5.280 1.539 -1.168  0.111
H9 5.730 -0.072 -0.558  0.108
H10 3.009 0.628 0.152  0.086
H11 3.553 -0.860 -0.562  0.120
H12 2.801 1.721 -2.002  0.114
H13 3.365 0.204 -2.795  0.118
H14 1.419 -0.875 -2.380  0.106
H15 1.307 -0.178 -0.772  0.079
H16 0.843 1.592 -3.132  0.119
H17 -0.440 0.487 -2.822  0.104
H18 -0.428 2.933 -1.746  0.127
H19 0.832 2.319 -0.730  0.125
H20 -1.689 2.367 -0.056  0.132
H21 -0.742 1.931 1.926  0.123
H22 0.576 0.978 1.205  0.087
H23 -0.495 -0.783 2.199  0.114
H24 -2.036 -0.039 2.192  0.104
H25 -0.379 -0.860 -0.153  0.120
H26 -1.733 -2.728 0.920  0.125
H27 -3.051 -2.162 -0.066  0.104
H28 -2.219 -3.123 -1.857  0.121
H29 -0.823 -2.089 -1.847  0.101
H30 -1.071 -4.912 -0.848  0.132
H31 1.188 -3.538 -2.269  0.069
H32 -0.217 -4.083 -3.162  0.079
H33 0.746 -5.252 -2.269  0.082
H34 0.508 -2.821 0.581  0.057
H35 1.484 -4.126 -0.109  0.071
H36 0.210 -4.491 1.020  0.083
H37 -1.871 0.009 -1.551  0.159
C21 -6.326 4.600 0.383  -0.074
C22 -7.168 5.814 0.851  -0.815
O5 -7.524 5.794 2.050  -0.105
O6 -7.388 6.672 -0.028  -0.102
H38 -6.177 3.902 1.200  0.024
H39 -6.836 4.086 -0.437  0.058
H40 -5.351 4.943 0.023  0.054

Results
- Largest force on an atom: 2.82 eV Å⁻¹
- HOMO-LUMO gap: 0.167 Ha
- Electronic energy: -56220.4358 eV

4.
Here is a molecular structure, C23H20BrIN8O2RuS2 from OMol25. Energies are from the ωB97M-V functional and the def2-TZVPD basis.

Each line ends with the Mulliken spin population.
Geometry (Å):
Ru1 -1.304 -0.162 -0.130  0.993
N1 -2.082 -4.298 -1.764  -0.002
C1 -2.210 -3.079 -1.240  0.008
S1 -1.145 -1.840 -1.891  -0.045
N2 -3.125 -2.852 -0.349  -0.004
N3 -3.091 -1.653 0.224  -0.024
C2 -4.106 -1.242 0.882  0.044
C3 -4.010 0.019 1.586  -0.013
C4 -4.991 0.446 2.475  0.008
C5 -4.813 1.642 3.147  -0.005
C6 -3.660 2.380 2.920  0.002
C7 -2.735 1.891 2.012  -0.004
N4 -2.911 0.746 1.357  0.040
H1 -1.460 -4.439 -2.539  0.001
H2 -2.727 -5.029 -1.511  0.000
H3 -5.009 -1.840 0.944  0.001
H4 -5.867 -0.166 2.641  0.000
H5 -5.562 1.997 3.842  0.000
H6 -3.473 3.311 3.434  0.000
H7 -1.826 2.436 1.791  0.005
N5 4.645 -3.967 -0.610  0.000
C8 3.876 -2.925 -1.045  -0.001
C9 4.164 -1.611 -0.643  0.001
C10 3.401 -0.561 -1.106  0.000
C11 2.327 -0.800 -1.954  0.001
C12 2.023 -2.094 -2.355  0.002
C13 2.778 -3.149 -1.890  0.004
S2 1.474 0.586 -2.646  0.002
O1 2.362 1.707 -2.553  -0.002
O2 0.899 0.186 -3.895  0.000
N6 0.223 0.823 -1.514  -0.044
C14 -0.619 1.830 -1.819  -0.027
N7 -0.421 2.688 -2.828  0.004
C15 -1.336 3.597 -3.076  -0.008
C16 -2.513 3.707 -2.328  -0.002
C17 -2.645 2.819 -1.290  -0.007
N8 -1.714 1.904 -1.019  0.065
H8 5.525 -3.771 -0.169  0.000
H9 4.526 -4.876 -1.015  0.000
H10 5.006 -1.427 0.013  0.000
H11 3.640 0.459 -0.844  0.000
H12 1.204 -2.259 -3.042  -0.007
H13 2.548 -4.163 -2.195  0.000
H14 -1.125 4.263 -3.907  -0.001
H15 -3.275 4.439 -2.543  0.001
H16 -3.508 2.835 -0.633  0.000
Br1 2.286 -1.198 4.706  0.001
C18 2.586 0.089 3.359  0.000
C19 3.704 0.907 3.425  -0.001
C20 3.913 1.875 2.455  0.001
C21 3.003 2.037 1.421  -0.003
C22 1.893 1.210 1.337  0.006
C23 1.703 0.239 2.301  0.005
I1 0.018 -1.061 2.136  -0.006
H17 4.402 0.775 4.240  0.000
H18 4.792 2.503 2.511  0.000
H19 3.150 2.798 0.665  0.000
H20 1.195 1.315 0.518  0.014

Results
- Largest force on an atom: 2.90 eV Å⁻¹
- Net charge: +1
- Energy relative to the best compared isomer or geometry (same formula, charge and spin): 3.342 eV
- Spin multiplicity: 2
- <S²>: 0.95
- HOMO-LUMO gap (alpha / beta): 0.206 / 0.214 Ha
- Electronic energy: -142579.6539 eV